ORCA calculation (the ωB97M-V functional and the def2-TZVPD basis) on a structure of composition C66H68N6NaP3Se.

Last column: Mulliken charge in e.
Cartesian coordinates (Å):
1 C -0.674 3.322 5.949  -0.559
2 C -0.750 3.543 3.544  -0.993
3 C 1.550 0.173 -4.713  1.004
4 C -6.934 -4.690 -2.046  -0.621
5 H 0.406 4.837 7.018  0.409
6 C -1.845 -4.530 -4.062  -0.313
7 N 1.405 1.009 2.351  1.188
8 C -4.988 -3.256 -1.917  0.517
9 H -1.000 -7.774 -3.603  0.402
10 H -8.368 -4.480 -0.461  0.375
11 P -3.474 -2.700 -2.796  -0.169
12 H 2.796 -2.656 1.470  0.408
13 C 0.089 4.473 6.049  -1.333
14 C -0.349 -1.707 4.133  0.635
15 C 3.533 3.030 -2.948  -1.454
16 H 6.236 -0.299 -1.815  0.510
17 H -7.489 -5.466 -2.557  0.403
18 H 5.484 2.527 -0.783  0.358
19 C -2.031 1.659 4.665  0.343
20 C -1.566 -2.383 4.039  -0.854
21 C -5.732 -4.246 -2.568  -0.367
22 C 1.187 0.068 3.279  -0.716
23 H -1.713 -3.706 -4.754  0.299
24 H 0.936 2.944 -3.242  0.343
25 H 2.959 4.738 -0.982  0.740
26 H -1.952 1.735 -2.522  0.588
27 H 2.624 0.369 -4.609  0.644
28 H 4.843 1.995 0.787  0.225
29 H -2.288 -0.774 -3.751  -0.084
30 C -2.598 -1.758 -1.418  -2.335
31 N 2.689 -1.630 6.178  -0.895
32 H 4.069 -1.520 -0.162  0.183
33 H 2.292 6.165 1.425  0.392
34 C -2.815 -5.385 -2.036  0.211
35 C 1.463 -4.250 0.943  -1.216
36 H 2.565 4.809 2.536  0.138
37 H 1.246 -1.186 -6.437  0.428
38 C 2.466 -1.511 -2.400  -0.131
39 C 0.435 5.156 4.896  -0.734
40 H 2.101 3.671 0.135  -0.254
41 H -2.378 -7.429 -1.579  0.450
42 C 2.108 -0.186 -2.327  0.104
43 H -1.788 -3.161 4.758  0.564
44 H -5.355 -4.676 -3.488  0.407
45 C -3.391 1.959 5.301  -1.610
46 H -2.337 0.510 -5.573  0.391
47 C 0.348 -4.596 0.201  -0.930
48 H 5.568 -0.858 0.471  0.654
49 C 4.530 0.544 -0.810  1.976
50 C 2.903 3.714 -0.606  -1.887
51 H -0.655 -5.918 -5.191  0.445
52 C -5.510 -2.680 -0.765  -0.456
53 N -1.697 2.350 -0.525  0.026
54 C 4.535 -0.612 0.209  -1.320
55 C 5.325 1.666 -0.136  -2.118
56 C -1.361 0.463 -5.102  -1.244
57 C 0.103 -2.310 -0.574  0.553
58 C -3.352 3.303 -1.765  -1.423
59 H 6.310 1.275 0.129  0.589
60 H -3.279 2.233 6.351  0.334
61 C 1.915 -2.940 0.905  -0.570
62 H 3.341 4.027 -3.358  0.431
63 H -0.017 -5.617 0.203  0.482
64 H -1.153 -3.947 -1.148  -0.364
65 C 2.504 1.737 2.428  -0.367
66 C 1.451 -1.165 -5.374  -1.163
67 H -0.791 2.088 -6.360  0.434
68 H 0.245 4.851 1.521  -0.067
69 C 2.581 2.773 -1.781  3.064
70 C -2.025 3.604 1.585  -0.116
71 P -0.896 -0.949 -1.345  1.495
72 H 4.725 -0.613 -2.660  0.256
73 H -4.977 -1.882 -0.262  0.445
74 H -3.871 2.793 4.786  0.369
75 H -2.738 -0.713 1.354  0.933
76 C -0.311 -0.617 -3.046  1.970
77 N -0.926 -0.382 2.229  0.979
78 C -2.628 -4.329 -2.931  -0.048
79 C 0.497 5.444 2.398  -0.170
80 H -0.950 2.778 6.846  0.485
81 C 0.942 1.262 -5.528  -1.369
82 C -1.444 -6.805 -3.410  -0.521
83 H -2.177 1.374 3.628  -0.424
84 H 1.591 1.996 -5.990  0.430
85 H 1.600 -3.246 -5.257  0.418
86 H 4.577 2.998 -2.641  0.431
87 C 3.285 0.577 4.351  -0.988
88 H -2.614 4.422 2.022  0.352
89 H 1.575 -0.955 0.190  -0.540
90 C -1.328 -0.335 -3.961  -1.247
91 H 4.015 -0.316 1.123  0.035
92 C -2.368 3.273 0.248  -0.241
93 H 3.101 -1.933 -1.634  0.689
94 H 2.627 2.486 1.653  -0.043
95 C 1.148 3.163 -2.196  -2.453
96 H 0.389 2.700 -1.560  0.316
97 H -0.049 6.389 2.319  0.373
98 C -3.398 3.878 -0.504  -1.535
99 C -2.448 -2.035 3.042  -1.503
100 C 2.001 5.732 2.384  -1.170
101 C -1.252 -5.763 -4.301  -0.583
102 C -2.295 2.378 -1.720  -0.287
103 P 2.669 0.993 -1.056  1.892
104 C -1.113 2.857 4.716  1.334
105 Na -0.360 1.295 0.778  1.792
106 C 0.633 -2.019 5.150  0.798
107 C -6.722 -3.122 -0.245  -0.626
108 C 5.268 0.133 -2.086  -1.628
109 C 3.470 1.571 3.417  -1.236
110 C 1.862 -1.270 5.228  0.622
111 N 0.489 -2.970 6.040  -0.903
112 H 2.085 -3.499 -3.004  0.445
113 C -2.222 -6.613 -2.274  -0.684
114 Se 1.937 -2.969 7.053  0.209
115 H -3.426 -5.247 -1.153  0.459
116 H -4.048 1.090 5.241  0.468
117 H 4.006 0.377 5.132  0.560
118 H 3.386 2.305 -3.749  -0.012
119 C -7.430 -4.131 -0.874  -0.513
120 H 3.843 3.498 -0.109  0.234
121 H 5.456 0.989 -2.733  0.289
122 H 0.653 1.202 -3.045  -0.609
123 H -7.116 -2.668 0.656  0.412
124 H -1.565 0.818 5.189  0.043
125 H 2.286 6.431 3.169  0.464
126 C 1.985 -2.466 -3.325  -1.816
127 N -1.102 3.037 2.285  1.083
128 C 0.045 4.704 3.641  0.609
129 H 1.973 -4.990 1.549  0.400
130 H 1.041 4.246 -2.088  0.731
131 H -3.981 3.521 -2.615  0.480
132 C -0.310 -3.639 -0.558  0.488
133 H 4.346 2.206 3.442  0.590
134 C 1.659 -2.317 -4.703  -0.641
135 C 0.972 0.184 -3.234  -0.275
136 C -2.076 -1.026 2.157  -1.074
137 H -3.406 -2.527 2.942  0.652
138 C -0.067 -0.694 3.204  -0.554
139 H -4.081 4.637 -0.148  0.501
140 H -3.263 -0.895 -1.286  1.200
141 H 1.020 6.065 4.975  0.378
142 H -2.650 -2.346 -0.499  1.091
143 C -0.394 1.334 -5.688  -0.604
144 C 1.229 -1.981 0.178  0.326
145 C 2.125 -0.198 4.291  0.788

Results
**Calculated total energy**: -6472.06780 Eh
**Lowest unoccupied orbital energy (alpha / beta)**: -0.88 / -0.87 eV
**HOMO energy (alpha / beta)**: -6.719 / -6.718 eV

---

ORCA calculation (the ωB97M-V functional and the def2-TZVPD basis) on a structure of composition C6H9NO.

Last column: Mulliken charge in e.
Cartesian coordinates (Å):
1 O 1.219 -1.354 0.077  -0.500
2 H -1.457 -1.766 -0.754  0.364
3 C 0.893 1.011 -0.111  -0.373
4 C 0.008 0.441 1.087  -0.170
5 N -1.895 0.119 -0.276  -0.323
6 C -1.523 -1.130 0.116  -0.676
7 H -1.679 -1.602 1.134  0.297
8 H 2.764 0.152 0.139  0.339
9 H 0.191 0.487 2.265  0.365
10 H 1.451 2.041 0.092  0.311
11 C -0.053 -0.839 0.276  -0.031
12 H -0.903 2.118 -0.325  0.282
13 H 2.214 -0.196 -1.362  0.292
14 H -2.290 0.224 -1.175  0.262
15 C -0.732 0.971 -0.069  -0.290
16 C 1.835 -0.254 -0.292  -0.513
17 H -0.043 -0.422 -0.821  0.364

Results
**Calculated total energy**: -363.68674 Eh
**Lowest unoccupied orbital energy**: 1.04 eV
**ΔE to the lowest compared entry with this formula, charge and spin**: 9.184 eV
**HOMO energy**: -8.114 eV

---

ORCA calculation (the ωB97M-V functional and the def2-TZVPD basis) on a structure of composition B4F16Tl.

Last column: Mulliken charge in e.
Cartesian coordinates (Å):
1 F 0.339 1.519 -3.756  -0.275
2 F -2.826 -2.126 -0.183  -0.388
3 F 2.344 -0.932 1.375  -0.312
4 F -2.632 0.133 -0.157  -0.232
5 Tl -0.077 -1.038 -0.013  1.865
6 B -3.218 -0.953 0.550  0.468
7 F 2.286 -2.424 -0.270  -0.367
8 F 4.409 -1.720 0.381  -0.276
9 F -1.328 0.442 -2.693  -0.384
10 B 3.103 -1.365 0.238  0.515
11 F -0.624 0.616 2.350  -0.246
12 F 0.761 -0.418 -2.558  -0.287
13 F -4.572 -0.755 0.620  -0.283
14 F 0.463 1.427 -1.423  -0.240
15 F 1.290 1.275 1.420  -0.221
16 F -0.586 2.300 0.815  -0.295
17 F 2.943 -0.314 -0.657  -0.315
18 B 0.083 1.782 1.895  0.414
19 F -2.491 -0.914 1.745  -0.293
20 F 0.267 2.666 2.963  -0.317
21 B 0.065 0.799 -2.642  0.470

Results
**Calculated total energy**: -1870.47586 Eh
**Lowest unoccupied orbital energy**: -5.59 eV
**ΔE to the lowest compared entry with this formula, charge and spin**: 0.037 eV
**Charge**: -1
**HOMO energy**: -9.822 eV

---

Which of these has the highest calculated total energy? C6H9NO